1.
{
  "formula": "C6H7NO",
  "method": "ωB97M-V with the def2-TZVPD basis set",
  "symbols": ["C", "C", "C", "C", "C", "C", "N", "O", "H", "H", "H", "H", "H", "H", "H"],
  "xyz": [[-0.7365, 1.7933, -0.2495], [-0.4708, 0.5240, -1.1931], [2.6751, 0.0287, 0.3243], [-1.0165, 0.9923, 0.8019], [-0.7780, -0.2797, -0.1867], [-0.8650, -1.7468, -0.1604], [1.8464, 0.1168, 1.1529], [3.5477, 0.0324, -0.4388], [-0.9704, 2.8393, -0.6061], [-0.0128, 0.4079, -2.1830], [-1.5142, 1.2841, 1.6929], [0.1204, -2.0673, 0.2572], [-1.1441, -2.1876, -1.1495], [-1.5661, -2.1715, 0.5305], [0.8846, 0.4343, 1.4074]],
  "forces_ev_per_angstrom": [[-0.557, -0.577, -1.427], [0.544, 1.559, 0.463], [-0.229, 0.975, -0.279], [0.381, 0.535, -1.960], [-0.849, 0.483, -0.373], [0.809, -0.754, 0.314], [-2.017, -0.118, 2.054], [1.033, -0.519, -0.900], [0.543, -1.143, 1.090], [-0.518, -0.055, 0.469], [-0.367, -0.367, 0.827], [-0.498, -0.363, -0.726], [0.794, 0.488, 0.680], [-0.647, 0.158, 0.540], [1.576, -0.303, -0.774]],
  "de_lowest_kcal_mol": 92.6,
  "gap_ev": 8.3,
  "charge": 0,
  "total_energy_ha": -362.6660,
  "homo_ev": -8.286
}

=====

2.
{
  "formula": "C3H30NO11",
  "method": "ωB97M-V with the def2-TZVPD basis set",
  "symbols": ["C", "O", "C", "C", "N", "H", "H", "H", "H", "H", "H", "H", "H", "H", "H", "H", "H", "O", "H", "H", "O", "H", "H", "O", "H", "H", "O", "H", "H", "O", "H", "H", "O", "H", "H", "O", "H", "H", "O", "H", "H", "O", "H", "H", "O"],
  "xyz": [[2.3811, 1.1849, 0.2490], [3.7443, 1.6689, 0.1015], [1.2184, 2.2573, 0.6402], [1.6752, 3.4710, -0.2475], [-0.1575, 1.7393, 0.0753], [2.1041, 0.7904, -0.7742], [2.4712, 0.3797, 1.0543], [4.3456, 0.9898, 0.6234], [1.1461, 2.5599, 1.6811], [1.1737, 4.4076, -0.1061], [1.9394, 3.1771, -1.3039], [2.7583, 3.6731, -0.0431], [-0.2389, 0.8780, -0.4594], [-0.7083, 1.6726, 0.9151], [-0.5318, 2.4901, -0.4675], [-0.3419, 2.3254, -2.8126], [-1.5860, 3.2410, -2.7639], [-0.8306, 3.0711, -2.3064], [-1.6331, -3.0472, -1.0943], [-2.3017, -2.8942, -2.3714], [-2.2520, -2.5877, -1.5392], [-1.7829, 2.1110, 2.5321], [-0.9008, 2.4535, 3.7129], [-0.8990, 2.4426, 2.8409], [0.9688, -3.8859, 1.3290], [0.5683, -2.5360, 1.1394], [0.1857, -3.3514, 1.0780], [-1.5862, -1.1124, -0.8583], [-2.3851, -0.1639, 0.0260], [-1.6401, -0.2039, -0.5733], [0.9099, -4.1818, -2.2787], [1.0227, -3.0970, -1.1873], [0.4274, -3.5831, -1.7918], [-0.2702, -0.0163, -3.2584], [0.7652, -0.2945, -4.3815], [0.4060, 0.3059, -3.7905], [-2.4659, -0.7871, 2.1886], [-3.6169, 0.1222, 2.8029], [-2.7429, 0.1001, 2.3000], [1.9377, -2.1770, 2.7752], [3.1362, -2.4573, 1.8768], [2.3718, -2.0763, 1.9047], [-3.0556, -2.6324, 0.3889], [-1.9386, -3.0728, 1.2125], [-2.5768, -2.3575, 1.2167]],
  "forces_ev_per_angstrom": [[-0.223, -1.371, 1.000], [0.708, -1.544, 1.887], [2.568, 0.262, -3.593], [2.252, -0.931, -0.139], [2.436, 1.552, 2.389], [-0.019, 0.059, 1.230], [-0.860, 0.690, -1.411], [-1.927, 2.174, -1.635], [-0.342, -0.521, -0.135], [-0.679, 0.257, -0.307], [-1.521, 0.226, 0.640], [-0.881, -0.033, 0.872], [0.118, -0.570, 0.149], [-0.531, -0.610, 0.279], [-0.497, 0.639, -0.950], [-1.166, 1.801, 0.922], [-3.386, 0.672, -2.148], [4.606, -2.510, 1.005], [3.855, -2.930, 2.022], [-0.055, -1.745, -4.557], [-3.576, 4.008, 2.294], [1.067, 0.142, 0.927], [-0.146, -0.074, 6.332], [-1.140, -0.210, -7.124], [-0.664, -0.146, -0.241], [1.412, 3.910, 0.126], [-1.327, -3.895, 0.024], [-0.256, -0.648, -0.401], [-0.281, -0.049, 0.410], [0.373, 0.959, -0.303], [1.963, -2.018, -1.571], [-0.168, -0.498, -0.302], [-1.854, 2.444, 1.669], [-1.715, -1.679, 1.126], [0.671, -2.129, -1.406], [0.893, 3.879, 0.507], [0.182, -1.977, -0.201], [1.891, -0.456, -1.105], [-2.172, 2.801, 1.192], [0.657, -0.108, -0.274], [7.387, -3.837, 0.091], [-7.699, 4.249, 0.395], [0.083, 0.894, 0.991], [1.030, -0.209, 0.716], [-1.066, -0.921, -1.394]],
  "de_lowest_kcal_mol": 90.4,
  "multiplicity": 2,
  "gap_ev": [2.5, 10.6],
  "charge": 0,
  "total_energy_ha": -1014.4648,
  "homo_ev": [-2.302, -10.551]
}

=====

3.
{
  "formula": "C6H8O2",
  "method": "ωB97M-V with the def2-TZVPD basis set",
  "symbols": ["C", "C", "C", "C", "C", "C", "H", "H", "H", "H", "H", "H", "H", "H", "O", "O"],
  "xyz": [[0.2032, 0.0356, -0.5520], [-0.2025, -0.9697, 0.7088], [0.2113, 0.3223, 1.0992], [-1.0990, 0.9442, 0.1352], [-0.8927, 0.0315, -1.2564], [0.9618, -0.6986, -1.3229], [2.0542, 1.5683, -0.1331], [-1.2172, -1.3159, 0.7485], [0.4492, -1.8467, 0.8093], [0.4756, 0.4477, 2.1440], [-2.0413, 0.7010, 0.6727], [-1.0076, 1.9741, -0.1248], [-1.6836, -0.7480, -1.2963], [0.9090, -1.7567, -1.5002], [1.1431, 1.6545, -0.4554], [1.7363, -0.3437, 0.3235]],
  "forces_ev_per_angstrom": [[3.454, 0.057, -5.795], [-1.135, -5.374, 0.500], [-0.066, -1.319, -0.079], [-1.920, 2.672, 0.873], [-9.917, 3.669, 2.332], [7.691, -2.522, 0.963], [-0.541, -0.810, -0.454], [-0.870, 0.444, -0.048], [-0.164, 0.666, 0.034], [0.237, 1.005, -0.274], [0.824, -0.198, -0.075], [0.172, 0.529, 0.340], [1.033, 0.373, -0.301], [-0.133, -0.540, -0.055], [-1.759, 1.748, -1.391], [3.093, -0.398, 3.431]],
  "de_lowest_kcal_mol": 527.9,
  "gap_ev": 5.5,
  "charge": 0,
  "total_energy_ha": -383.0689,
  "homo_ev": -7.647
}